Here is a structure of composition C31H18Cl2F15N2O5PS2Se2Tc from the Open Molecules 2025 dataset. Energies are from ωB97M-V/def2-TZVPD.

For the highest occupied orbital energy, the calculation gives -5.5493 eV. The value obtained for the relative energy (zero: lowest compared OMol25 entry of this formula, charge and spin) is 0.00 kJ/mol. The HOMO-LUMO gap comes out at 7.26 eV.

Geometry as ORCA input:
```
! RIJCOSX wB97M-V def2-TZVPD def2/J DEFGRID3
* xyz -1 1
Tc 0.91 -0.42 -0.88
Se 0.57 0.18 1.61
P -0.53 2.10 1.65
Se -1.49 2.84 -0.08
C 0.65 3.31 2.35
C 1.40 2.97 3.47
C 2.28 3.89 4.02
C 2.41 5.16 3.46
C 1.66 5.50 2.35
C 0.78 4.58 1.79
C -1.70 1.93 3.05
C -2.51 3.03 3.32
C -3.40 3.00 4.37
C -3.51 1.86 5.16
C -2.71 0.75 4.89
C -1.81 0.79 3.83
H 1.31 1.98 3.91
H 2.87 3.62 4.89
H 3.10 5.87 3.90
H 1.76 6.48 1.90
H 0.19 4.83 0.92
H -2.44 3.91 2.69
H -4.03 3.86 4.57
H -4.22 1.82 5.98
H -2.80 -0.14 5.49
H -1.21 -0.09 3.61
F -4.15 0.40 -0.09
C -3.68 -0.67 0.54
F -3.13 -0.29 1.68
F -4.70 -1.49 0.80
S -2.46 -1.49 -0.58
O -1.42 -0.49 -0.69
O -3.21 -1.84 -1.74
N -2.09 -2.71 0.33
S -0.74 -3.49 0.22
O -0.50 -4.25 1.40
O 0.33 -2.72 -0.35
C -1.05 -4.75 -1.10
F -2.07 -5.54 -0.78
F -1.32 -4.15 -2.26
F 0.04 -5.50 -1.26
Cl 4.49 0.55 -2.26
C 4.74 0.00 -0.65
C 5.95 0.27 -0.04
C 6.19 -0.18 1.26
C 5.23 -0.93 1.91
C 4.03 -1.22 1.28
Cl 2.92 -2.29 2.06
C 3.72 -0.72 0.00
N 2.50 -1.05 -0.54
H 6.69 0.83 -0.58
H 7.13 0.04 1.74
H 5.40 -1.33 2.90
F 0.91 0.92 -5.68
C 0.74 0.76 -4.35
F -0.20 1.64 -3.96
F 1.88 1.11 -3.77
C 0.32 -0.70 -4.00
O 0.39 -1.02 -2.68
C 1.25 -1.69 -4.78
F 2.53 -1.28 -4.72
F 0.93 -1.79 -6.08
F 1.19 -2.90 -4.26
C -1.16 -0.89 -4.48
F -1.36 -0.44 -5.73
F -1.47 -2.19 -4.47
F -1.99 -0.24 -3.68
C 1.21 1.23 -1.01
C 1.88 2.51 -0.90
C 2.89 2.65 0.06
C 3.59 3.83 0.14
C 3.29 4.88 -0.72
C 2.27 4.75 -1.65
C 1.55 3.57 -1.74
H 3.10 1.83 0.74
H 4.37 3.95 0.89
H 3.85 5.81 -0.65
H 2.03 5.58 -2.30
H 0.74 3.46 -2.44
*
```

Charge distribution, Löwdin scheme, values in e:
1 Tc 1.38
2 Se 0.51
3 P 0.22
4 Se 0.38
5 C -0.40
6 C -0.10
7 C -0.08
8 C -0.10
9 C -0.09
10 C -0.12
11 C -0.40
12 C -0.10
13 C -0.08
14 C -0.09
15 C -0.08
16 C -0.13
17 H 0.09
18 H 0.10
19 H 0.10
20 H 0.10
21 H 0.06
22 H 0.09
23 H 0.10
24 H 0.10
25 H 0.10
26 H 0.05
27 F 0.13
28 C -0.67
29 F 0.13
30 F 0.14
31 S 0.60
32 O -0.46
33 O -0.24
34 N -0.27
35 S 0.57
36 O -0.26
37 O -0.39
38 C -0.67
39 F 0.14
40 F 0.14
41 F 0.14
42 Cl 0.76
43 C -0.61
44 C -0.12
45 C -0.09
46 C -0.12
47 C -0.61
48 Cl 0.70
49 C -0.43
50 N -0.17
51 H 0.10
52 H 0.10
53 H 0.10
54 F 0.16
55 C -0.55
56 F 0.16
57 F 0.12
58 C -0.27
59 O -0.24
60 C -0.55
61 F 0.15
62 F 0.16
63 F 0.18
64 C -0.56
65 F 0.15
66 F 0.18
67 F 0.18
68 C -0.32
69 C -0.33
70 C -0.06
71 C -0.08
72 C -0.08
73 C -0.07
74 C -0.06
75 H 0.10
76 H 0.11
77 H 0.10
78 H 0.10
79 H 0.10

Here is a structure of composition C31H20Cl2N2O3PS5V from the Open Molecules 2025 dataset. Energies are from ωB97M-V/def2-TZVPD.

For the highest occupied orbital energy (alpha / beta), the calculation gives -0.1615 / -1.1789 eV. The value obtained for the relative energy (zero: lowest compared OMol25 entry of this formula, charge and spin) is 70.03 kJ/mol. The HOMO-LUMO gap (alpha / beta) comes out at 4.08 / 5.10 eV.

Geometry as ORCA input:
```
! RIJCOSX wB97M-V def2-TZVPD def2/J DEFGRID3
* xyz -2 3
V 1.27 -0.61 1.10
Cl 2.23 0.23 -3.97
C 1.48 -1.17 -3.27
C 1.14 -2.24 -4.10
C 0.54 -3.37 -3.61
Cl 0.12 -4.68 -4.70
C 0.27 -3.50 -2.23
C -0.34 -4.60 -1.59
C -0.55 -4.56 -0.24
C -0.15 -3.43 0.50
N 0.42 -2.40 -0.07
C 0.63 -2.42 -1.41
C 1.23 -1.20 -1.89
O 1.45 -0.27 -1.06
H 1.35 -2.17 -5.16
H -0.64 -5.46 -2.18
H -1.02 -5.39 0.28
H -0.27 -3.36 1.57
S 8.77 -2.45 1.59
C 7.15 -2.03 1.45
S 5.86 -2.98 2.02
C 4.54 -1.93 1.59
C 4.88 -0.79 0.94
S 3.77 0.38 0.36
S 6.60 -0.60 0.69
S 2.90 -2.35 2.03
O 2.75 0.58 3.41
N 1.69 0.96 2.56
C 1.13 2.04 3.05
C -0.01 2.75 2.62
C -0.32 3.92 3.38
C -1.40 4.71 3.13
C -2.28 4.38 2.06
C -2.02 3.27 1.31
C -0.91 2.43 1.54
P -0.70 1.00 0.50
C -0.73 1.67 -1.21
C -1.11 0.86 -2.29
C -1.07 1.35 -3.58
C -0.64 2.65 -3.83
C -0.25 3.45 -2.77
C -0.29 2.96 -1.47
C -2.36 0.17 0.57
C -2.57 -0.78 1.57
C -3.82 -1.38 1.72
C -4.87 -1.05 0.88
C -4.67 -0.09 -0.11
C -3.43 0.51 -0.26
H 2.98 -0.32 3.11
H 1.63 2.43 3.93
H 0.34 4.17 4.20
H -1.58 5.59 3.74
H -3.15 5.00 1.84
H -2.69 3.02 0.50
H -1.43 -0.16 -2.12
H -1.36 0.71 -4.41
H -0.60 3.03 -4.84
H 0.11 4.46 -2.95
H 0.01 3.59 -0.64
H -1.76 -1.05 2.23
H -3.96 -2.12 2.50
H -5.84 -1.52 1.00
H -5.48 0.19 -0.76
H -3.29 1.25 -1.03
O 0.33 -1.23 2.23
*
```

Charge distribution, natural (NBO) scheme, values in e:
1 V 1.10
2 Cl -0.01
3 C -0.15
4 C -0.24
5 C -0.01
6 Cl -0.07
7 C -0.15
8 C -0.15
9 C -0.26
10 C 0.07
11 N -0.43
12 C 0.16
13 C 0.36
14 O -0.69
15 H 0.22
16 H 0.22
17 H 0.21
18 H 0.23
19 S -0.28
20 C -0.57
21 S 0.48
22 C -0.46
23 C -0.40
24 S -0.24
25 S 0.48
26 S -0.25
27 O -0.59
28 N -0.20
29 C -0.03
30 C -0.05
31 C -0.19
32 C -0.27
33 C -0.32
34 C -0.15
35 C -0.52
36 P 0.98
37 C -0.33
38 C -0.20
39 C -0.21
40 C -0.22
41 C -0.23
42 C -0.13
43 C -0.33
44 C -0.13
45 C -0.24
46 C -0.21
47 C -0.23
48 C -0.20
49 H 0.49
50 H 0.18
51 H 0.19
52 H 0.19
53 H 0.19
54 H 0.20
55 H 0.22
56 H 0.21
57 H 0.20
58 H 0.20
59 H 0.22
60 H 0.25
61 H 0.20
62 H 0.19
63 H 0.20
64 H 0.22
65 O -0.69

Here is a structure of composition C31H20Cl2N7O4Re from the Open Molecules 2025 dataset. Energies are from ωB97M-V/def2-TZVPD.

For the highest occupied orbital energy (alpha / beta), the calculation gives -9.9142 / -10.3039 eV. The value obtained for the relative energy (zero: lowest compared OMol25 entry of this formula, charge and spin) is 49.72 kJ/mol. The HOMO-LUMO gap (alpha / beta) comes out at 5.16 / 4.65 eV.

Geometry as ORCA input:
```
! RIJCOSX wB97M-V def2-TZVPD def2/J DEFGRID3
* xyz 1 4
Re 0.11 -0.25 -0.67
Cl 0.02 5.71 -4.08
C -0.20 4.04 -3.77
C 0.66 3.41 -2.85
C 0.33 2.13 -2.37
N 0.92 1.45 -1.31
C 2.27 1.80 -0.96
O 3.10 2.07 -1.84
C 2.60 1.79 0.45
C 3.95 1.96 0.82
C 4.32 1.79 2.13
C 3.23 1.70 3.04
C 1.91 1.75 2.58
N 1.62 1.69 1.33
C -0.78 1.41 -2.84
C -1.48 1.91 -3.98
C -1.13 3.22 -4.46
Cl -1.90 3.66 -5.95
N -1.16 0.26 -2.19
C -2.37 -0.37 -2.39
O -3.32 0.01 -3.09
C -2.44 -1.68 -1.71
C -3.46 -2.61 -1.97
C -3.35 -3.84 -1.44
C -2.32 -4.15 -0.55
C -1.41 -3.17 -0.24
N -1.41 -1.99 -0.84
H 1.56 3.91 -2.57
H 4.61 2.18 -0.01
H 5.40 1.76 2.46
H 3.35 1.55 4.13
H 1.11 1.81 3.32
H -2.31 1.34 -4.39
H -4.26 -2.36 -2.63
H -3.96 -4.65 -1.86
H -2.15 -5.13 -0.13
H -0.60 -3.39 0.48
O -3.01 2.06 1.97
C -2.71 1.37 3.13
C -3.32 1.83 4.28
C -2.99 1.22 5.47
C -2.36 -0.07 5.51
C -1.68 -0.48 4.34
C -1.86 0.25 3.14
C -1.04 -0.14 1.98
O -1.26 0.49 0.81
N -0.03 -0.93 2.18
N 0.64 -1.09 1.07
C 1.67 -1.96 1.01
C 2.18 -2.19 -0.26
C 3.19 -3.10 -0.66
C 3.56 -3.29 -2.01
C 2.86 -2.46 -2.94
C 2.01 -1.50 -2.55
N 1.57 -1.36 -1.26
H -2.48 1.72 1.21
H -3.98 2.68 4.20
H -3.36 1.67 6.40
H -2.41 -0.73 6.41
H -0.95 -1.30 4.37
H 2.18 -2.40 1.90
H 3.75 -3.47 0.19
H 4.13 -4.15 -2.20
H 3.06 -2.53 -4.03
H 1.56 -0.85 -3.33
*
```

Charge distribution, natural (NBO) scheme, values in e:
1 Re 1.68
2 Cl 0.07
3 C -0.06
4 C -0.22
5 C 0.11
6 N -0.61
7 C 0.66
8 O -0.54
9 C 0.03
10 C -0.18
11 C -0.18
12 C -0.21
13 C 0.04
14 N -0.41
15 C 0.18
16 C -0.24
17 C -0.06
18 Cl 0.05
19 N -0.66
20 C 0.62
21 O -0.55
22 C 0.14
23 C -0.19
24 C -0.12
25 C -0.23
26 C 0.07
27 N -0.47
28 H 0.25
29 H 0.25
30 H 0.25
31 H 0.24
32 H 0.21
33 H 0.27
34 H 0.27
35 H 0.24
36 H 0.24
37 H 0.21
38 O -0.66
39 C 0.38
40 C -0.28
41 C -0.13
42 C -0.25
43 C -0.13
44 C -0.26
45 C 0.63
46 O -0.73
47 N -0.38
48 N -0.24
49 C 0.01
50 C 0.13
51 C -0.20
52 C -0.10
53 C -0.24
54 C 0.08
55 N -0.49
56 H 0.52
57 H 0.25
58 H 0.23
59 H 0.24
60 H 0.24
61 H 0.25
62 H 0.24
63 H 0.25
64 H 0.26
65 H 0.25